[1]
{
  "formula": "C23H27N7NiOS",
  "method": "the ωB97M-V functional and the def2-TZVPD basis",
  "symbols": ["Ni", "N", "C", "S", "N", "N", "C", "C", "C", "C", "C", "C", "C", "O", "H", "H", "H", "H", "H", "H", "H", "N", "C", "C", "C", "C", "C", "C", "C", "C", "N", "C", "H", "H", "H", "H", "H", "H", "H", "H", "C", "C", "N", "C", "C", "N", "C", "C", "H", "H", "H", "H", "H", "H", "H", "H", "H", "H", "H", "H"],
  "positions_angstrom": [[-0.077, -0.032, -0.120], [-3.791, -1.954, 1.979], [-2.868, -0.921, 2.048], [-2.073, -0.672, 3.536], [-2.700, -0.300, 0.900], [-1.635, 0.607, 0.847], [-1.858, 1.845, 1.065], [-0.915, 2.926, 0.799], [-1.381, 4.221, 1.070], [-0.637, 5.346, 0.794], [0.623, 5.183, 0.218], [1.118, 3.929, -0.059], [0.382, 2.758, 0.224], [0.929, 1.602, -0.043], [-4.163, -2.218, 2.876], [-4.473, -1.855, 1.241], [-2.842, 2.122, 1.439], [-2.366, 4.323, 1.512], [-1.022, 6.331, 1.017], [1.225, 6.053, -0.016], [2.098, 3.800, -0.500], [-1.038, -1.872, -0.881], [-0.806, -1.886, -2.275], [-0.537, -3.001, -3.015], [-0.300, -2.891, -4.405], [-0.345, -1.683, -5.041], [-0.598, -0.505, -4.295], [-0.662, 0.796, -4.847], [-0.891, 1.868, -4.030], [-1.010, 1.660, -2.640], [-0.954, 0.469, -2.098], [-0.791, -0.610, -2.909], [-1.920, -1.409, -0.602], [-1.033, -2.796, -0.470], [-0.536, -3.978, -2.547], [-0.099, -3.790, -4.971], [-0.187, -1.610, -6.109], [-0.526, 0.928, -5.913], [-0.950, 2.873, -4.420], [-1.129, 2.498, -1.963], [1.364, 0.000, 2.422], [2.266, -0.649, 3.490], [2.878, -1.874, 2.973], [3.542, -1.573, 1.708], [2.513, -1.133, 0.637], [1.191, -0.941, 1.275], [0.731, -2.245, 1.805], [1.813, -2.844, 2.734], [1.799, 0.909, 2.014], [0.370, 0.226, 2.809], [1.688, -0.911, 4.378], [3.057, 0.036, 3.800], [4.091, -2.457, 1.378], [4.270, -0.780, 1.889], [2.397, -1.892, -0.142], [2.795, -0.191, 0.163], [0.551, -2.906, 0.957], [-0.211, -2.067, 2.329], [2.260, -3.739, 2.293], [1.377, -3.128, 3.692]],
  "mulliken_spin": [1.691, 0.004, 0.006, 0.003, 0.009, 0.082, 0.015, -0.025, 0.000, 0.000, 0.000, 0.010, 0.005, 0.072, 0.000, 0.000, 0.009, -0.001, 0.000, 0.000, 0.000, 0.044, -0.014, 0.001, 0.000, 0.003, 0.009, -0.002, 0.003, -0.001, 0.013, 0.018, -0.003, 0.001, 0.000, 0.000, 0.000, 0.000, 0.000, -0.001, 0.000, 0.002, 0.000, 0.007, -0.006, 0.029, 0.004, 0.003, -0.002, 0.002, 0.000, 0.000, -0.001, 0.000, 0.003, 0.009, 0.000, 0.001, 0.000, 0.000],
  "e_tot_ha": -3257.70986,
  "s_squared": 2.0057,
  "multiplicity": 3
}

[2]
{
  "formula": "C23H28AsAuN3O2S",
  "method": "the ωB97M-V functional and the def2-TZVPD basis",
  "symbols": ["Au", "N", "C", "O", "C", "C", "C", "N", "C", "C", "H", "H", "H", "H", "H", "H", "C", "S", "O", "C", "C", "C", "C", "C", "C", "H", "H", "H", "H", "H", "H", "H", "H", "C", "As", "C", "C", "H", "H", "H", "H", "H", "H", "H", "H", "H", "N", "C", "C", "C", "C", "C", "C", "C", "H", "H", "H", "H", "H"],
  "positions_angstrom": [[0.013, -4.048, -2.765], [6.875, -5.825, -3.413], [5.841, -5.948, -4.277], [5.912, -6.487, -5.356], [4.505, -5.389, -3.825], [3.569, -5.129, -4.816], [2.317, -4.682, -4.460], [1.962, -4.494, -3.174], [2.864, -4.745, -2.213], [4.139, -5.189, -2.501], [7.774, -6.157, -3.724], [6.850, -5.202, -2.628], [3.823, -5.304, -5.852], [1.563, -4.476, -5.205], [2.536, -4.604, -1.194], [4.810, -5.411, -1.683], [-2.360, 3.760, 3.509], [-0.713, 4.353, 3.818], [-0.478, 5.171, 2.420], [0.311, 2.954, 3.741], [1.347, 2.976, 4.677], [2.193, 1.886, 4.760], [1.981, 0.798, 3.930], [0.943, 0.777, 2.996], [0.093, 1.865, 2.884], [-2.404, 3.262, 2.543], [-3.027, 4.618, 3.542], [-2.595, 3.072, 4.322], [1.469, 3.816, 5.351], [2.994, 1.876, 5.486], [2.625, -0.067, 4.022], [0.821, -0.100, 2.376], [-0.714, 1.859, 2.164], [1.834, 6.858, 3.250], [0.147, 6.863, 2.372], [-1.142, 7.953, 3.248], [0.246, 7.130, 0.497], [2.259, 7.859, 3.155], [2.490, 6.134, 2.769], [1.700, 6.628, 4.306], [-0.809, 8.990, 3.165], [-1.204, 7.682, 4.301], [-2.106, 7.842, 2.755], [0.580, 8.154, 0.321], [-0.743, 6.984, 0.067], [0.961, 6.427, 0.075], [-1.961, -3.823, -2.510], [-3.099, -3.948, -2.576], [-4.513, -4.104, -2.663], [-5.176, -3.658, -3.810], [-6.542, -3.846, -3.905], [-7.231, -4.469, -2.871], [-6.565, -4.911, -1.734], [-5.199, -4.733, -1.621], [-4.624, -3.184, -4.609], [-7.070, -3.513, -4.787], [-8.299, -4.619, -2.956], [-7.111, -5.402, -0.941], [-4.664, -5.083, -0.749]],
  "mulliken_charge": [0.452, -0.364, 0.279, -0.552, 0.864, -0.595, -0.076, -0.585, -0.084, -0.693, 0.248, 0.186, 0.472, 0.405, 0.404, 0.393, -1.101, 0.395, -0.320, 0.885, -0.274, -0.715, -0.376, -0.721, -0.336, 0.367, 0.421, 0.460, 0.426, 0.423, 0.417, 0.411, 0.289, -1.027, 0.763, -1.046, -0.978, 0.435, 0.401, 0.377, 0.443, 0.399, 0.399, 0.430, 0.378, 0.379, -0.554, 0.512, 0.552, -0.439, -0.561, -0.360, -0.559, -0.416, 0.426, 0.411, 0.398, 0.410, 0.425],
  "e_tot_ha": -3976.72352,
  "charge": 3,
  "multiplicity": 1
}

[3]
{
  "formula": "C23H28B2BaF4IN8O4S4Sb",
  "method": "the ωB97M-V functional and the def2-TZVPD basis",
  "symbols": ["Ba", "C", "C", "N", "O", "B", "F", "F", "O", "N", "C", "C", "C", "N", "O", "B", "F", "F", "O", "N", "C", "C", "C", "H", "H", "H", "H", "H", "H", "H", "H", "H", "H", "H", "H", "I", "C", "C", "C", "C", "C", "C", "C", "C", "C", "C", "H", "H", "H", "H", "H", "H", "S", "Sb", "S", "S", "S", "C", "C", "C", "C", "N", "C", "N", "N", "N", "H", "H", "H", "H", "H", "H", "H", "H", "H", "H"],
  "positions_angstrom": [[-0.022, 0.136, -0.764], [-1.359, 4.679, 0.389], [-1.079, 3.493, -0.489], [0.088, 2.977, -0.611], [1.075, 3.522, 0.128], [2.450, 3.441, -0.453], [3.308, 3.810, 0.567], [2.494, 4.378, -1.512], [2.990, 2.115, -0.922], [2.244, 1.336, -1.802], [2.287, 1.650, -3.215], [3.178, 2.771, -3.690], [1.004, 1.448, -3.997], [0.079, 0.772, -3.449], [-1.080, 0.603, -4.140], [-2.221, 0.057, -3.337], [-1.740, -0.963, -2.478], [-3.170, -0.401, -4.220], [-2.908, 1.127, -2.529], [-2.008, 1.702, -1.700], [-2.187, 2.889, -1.279], [-3.412, 3.704, -1.575], [0.892, 1.988, -5.392], [-0.570, 4.764, 1.131], [-2.322, 4.570, 0.890], [-1.383, 5.601, -0.197], [4.012, 2.879, -3.004], [2.629, 3.711, -3.709], [3.557, 2.543, -4.687], [-3.946, 3.250, -2.407], [-3.148, 4.733, -1.820], [-4.076, 3.728, -0.708], [1.427, 2.926, -5.516], [-0.160, 2.125, -5.630], [1.302, 1.256, -6.094], [1.911, -1.898, 1.364], [1.996, -0.573, 3.006], [3.024, -0.760, 3.888], [3.112, 0.049, 5.038], [2.148, 0.985, 5.276], [1.073, 1.174, 4.374], [0.051, 2.107, 4.657], [-0.983, 2.260, 3.779], [-1.013, 1.542, 2.562], [-0.052, 0.612, 2.196], [0.986, 0.413, 3.165], [3.768, -1.524, 3.707], [3.938, -0.090, 5.725], [2.187, 1.604, 6.167], [0.101, 2.681, 5.577], [-1.781, 2.961, 4.009], [-1.868, 1.729, 1.909], [4.604, -3.251, -3.027], [2.468, -2.834, -3.563], [3.222, 0.167, -2.715], [0.889, -3.299, -2.014], [1.880, -2.161, -5.612], [-1.504, -5.492, 3.234], [-1.396, -5.972, 1.790], [-0.004, -5.710, 1.224], [-2.495, -5.356, 0.915], [-2.494, -3.908, 0.920], [-1.706, -3.044, 0.271], [-2.033, -1.831, 0.640], [-3.024, -1.965, 1.539], [-3.327, -3.200, 1.701], [-0.777, -6.012, 3.860], [-2.502, -5.666, 3.642], [-1.295, -4.423, 3.302], [-1.585, -7.051, 1.762], [0.260, -4.653, 1.287], [0.076, -6.010, 0.177], [0.745, -6.258, 1.796], [-3.480, -5.659, 1.271], [-2.380, -5.687, -0.118], [-0.963, -3.317, -0.461]],
  "mulliken_charge": [0.637, -1.795, 0.518, 0.494, -0.468, 0.568, -0.377, -0.371, -0.587, 0.619, 0.991, -2.055, -0.509, 0.814, -0.369, 0.359, -0.086, -0.363, -0.484, 0.604, 0.104, -1.694, -1.531, 0.436, 0.364, 0.365, 0.444, 0.451, 0.455, 0.433, 0.364, 0.283, 0.429, 0.424, 0.198, 0.151, 0.219, -0.589, -0.527, -0.822, 1.128, -0.956, -0.902, -0.927, 0.265, 0.387, 0.390, 0.353, 0.297, 0.283, 0.337, 0.341, -0.604, 1.092, -0.419, -0.466, -0.597, -1.472, 0.877, -1.134, -1.348, 0.964, -0.772, 0.571, -0.400, -0.607, 0.445, 0.368, 0.245, 0.292, 0.003, 0.352, 0.439, 0.362, 0.439, 0.278],
  "e_tot_ha": -4237.97422,
  "charge": -2,
  "multiplicity": 1
}